Record 1
225
Properties=species:S:1:pos:R:3:forces:R:3 method="wB97M-V/def2-TZVPD" relative_energy_kcal_mol=410.75 e_lumo_ev=-3.08 multiplicity=1 total_charge=+1 e_homo_ev=-8.22
C 4.782 5.522 8.128 -0.6450 -0.7136 -0.4310
C 4.399 4.025 8.306 0.0403 -0.1199 0.5953
C 4.028 3.421 6.966 -0.4096 -1.6976 -0.1068
N 3.610 1.883 6.987 -1.2627 -1.8330 -0.3529
C 4.593 1.045 7.826 -0.0678 -0.2099 -0.9693
C 5.939 0.958 7.119 0.0121 -0.8252 0.3108
C 5.776 0.347 5.696 -0.1667 2.4131 0.0063
C 4.826 1.252 4.865 0.0030 -1.3663 -0.2633
C 3.455 1.304 5.514 1.0349 1.7040 -0.4904
C 2.188 1.661 7.536 1.8545 1.0000 0.0787
H 3.867 6.082 7.935 0.0077 0.0346 -0.1693
H 5.405 5.594 7.236 0.1861 0.3419 0.1531
H 5.242 6.010 8.987 0.1890 -0.4815 -0.0179
H 3.634 3.912 9.074 -0.2791 0.0879 -0.1030
H 5.224 3.404 8.655 0.3906 0.4640 0.2413
H 4.966 3.388 6.413 -0.5481 0.4269 -0.6239
H 3.162 3.860 6.471 0.4648 0.3899 -0.2564
H 4.609 1.473 8.828 0.1178 0.0237 -0.1671
H 4.288 0.002 7.913 -0.9398 0.1770 -0.1017
H 6.400 1.933 7.276 0.5247 -0.0615 -0.9599
H 6.557 0.221 7.633 0.0203 0.2510 0.5799
H 6.730 0.245 5.179 0.0631 0.1001 0.1989
H 5.331 -0.647 5.734 -0.0408 -0.0652 0.3238
H 5.130 2.270 4.620 0.5607 -0.1550 0.2689
H 4.761 0.734 3.908 -0.4768 0.2775 -0.2368
H 2.835 1.997 4.945 0.0750 0.6439 0.3353
H 2.861 0.405 5.349 0.3213 -0.5173 1.3658
H 2.008 0.586 7.564 -0.0742 0.2421 0.0028
H 1.541 2.190 6.837 -0.2941 -0.1005 0.4394
H 2.255 2.097 8.532 -0.7713 -0.0949 -0.0031
C 0.613 -9.098 -6.786 1.2746 -0.0164 0.3111
C 0.991 -8.907 -5.295 -0.3508 0.1350 -0.1926
C 2.515 -8.552 -5.159 -0.2092 1.0563 1.4879
N 2.987 -7.870 -3.768 -0.7073 -0.6230 2.1667
C 4.537 -7.830 -3.599 -0.6556 1.0505 -0.9358
C 5.121 -6.866 -4.653 0.1493 -0.2188 0.1821
C 4.509 -5.438 -4.506 -0.1752 -0.7311 -0.3276
C 2.956 -5.422 -4.450 0.2192 -0.2505 -0.4539
C 2.414 -6.431 -3.454 1.3039 -0.4147 -0.3227
C 2.563 -8.786 -2.581 -0.3451 -0.6152 -1.9875
H -0.438 -9.093 -7.073 -0.0002 0.2729 0.5984
H 0.996 -10.076 -7.077 0.2021 0.1733 -0.4471
H 1.140 -8.285 -7.287 -0.2619 -0.2465 -0.6977
H 0.672 -9.821 -4.794 0.5329 0.0053 0.4295
H 0.326 -8.127 -4.923 0.3946 0.3555 0.3021
H 2.828 -7.779 -5.861 -0.2756 -0.2753 -0.2428
H 3.187 -9.406 -5.249 -0.1856 -0.0689 -0.0597
H 4.919 -8.851 -3.581 -0.1281 -0.0077 -0.5924
H 4.702 -7.470 -2.583 -0.1214 0.2819 -0.0199
H 5.066 -7.332 -5.637 -0.9254 0.2481 -0.2853
H 6.210 -6.859 -4.626 0.1297 0.3111 0.8570
H 4.879 -4.761 -5.276 -0.1958 -0.2428 -0.2637
H 4.887 -4.978 -3.593 -0.0211 -0.2118 0.3106
H 2.444 -5.637 -5.388 0.4478 0.1738 -0.4501
H 2.658 -4.401 -4.214 -0.2712 -0.1190 0.2922
H 1.327 -6.461 -3.383 0.1348 -0.2547 -0.1696
H 2.850 -6.193 -2.484 -0.2321 -0.2516 0.2435
H 3.114 -9.698 -2.808 -0.1235 -0.1680 0.4272
H 1.505 -9.023 -2.692 0.0298 0.2106 0.0533
H 2.760 -8.472 -1.556 0.3356 0.6634 -0.4749
C -8.527 7.304 4.361 0.4215 0.1084 -0.1215
C -8.706 7.212 2.846 -1.6093 -0.1756 -0.9016
C -8.354 5.805 2.270 -0.0670 1.5364 0.2175
N -8.612 5.635 0.754 0.7829 -0.0812 0.1965
C -7.978 6.786 -0.043 -0.3351 -0.3293 0.0460
C -6.494 6.928 0.165 0.9027 -1.4460 0.1575
C -5.815 5.553 -0.377 -0.6528 0.8350 1.0685
C -6.438 4.321 0.362 -0.1097 0.5966 0.6683
C -7.978 4.290 0.293 -0.6489 0.0512 0.1556
C -10.109 5.586 0.508 0.3397 0.2375 0.0581
H -9.139 6.599 4.924 0.1434 -0.2254 -0.2043
H -8.774 8.287 4.762 -0.1072 0.1102 -0.3614
H -7.473 7.163 4.601 -0.0100 -0.2766 0.2052
H -8.174 7.986 2.292 0.6786 -0.0994 0.3573
H -9.724 7.476 2.561 -0.4258 -0.1472 0.3543
H -8.913 4.991 2.731 0.3019 0.0907 0.2495
H -7.295 5.845 2.523 0.0587 -1.3135 -0.5950
H -8.542 7.679 0.225 -0.0211 -0.0731 -0.3250
H -8.069 6.500 -1.091 -0.7017 0.2380 -0.0435
H -6.257 7.166 1.202 0.0745 -0.7216 0.3264
H -6.143 7.870 -0.255 -0.0265 -0.3469 -0.9625
H -4.728 5.558 -0.303 -0.0910 0.0526 0.4517
H -5.980 5.432 -1.447 -0.3641 0.2458 -0.0952
H -6.220 4.277 1.429 0.2483 0.7684 0.1995
H -5.916 3.397 0.115 -0.6016 -0.1583 -0.8870
H -8.499 3.571 0.925 0.7059 -0.2117 0.5583
H -8.433 4.013 -0.658 0.3652 0.7057 -0.5392
H -10.571 4.718 0.978 0.4211 -0.1508 0.0047
H -10.301 5.564 -0.565 0.1705 -0.0049 0.0720
H -10.594 6.459 0.944 0.2900 0.0620 -0.1316
C 5.544 1.602 -3.117 0.2466 -1.7318 1.0947
C 5.676 3.067 -3.465 0.9028 -0.8955 1.1889
C 7.196 3.480 -3.088 -2.2504 0.8906 -1.7248
N 7.548 4.855 -3.709 1.4581 -0.5793 -0.5591
C 9.124 4.998 -3.627 -1.6527 0.7311 0.5706
C 9.525 6.381 -4.069 0.7651 1.2058 0.0643
C 8.864 7.480 -3.233 -2.6022 -0.2623 0.4477
C 7.301 7.370 -3.201 -1.1961 -1.3511 -0.5499
C 6.771 5.898 -2.870 2.1357 0.9810 -1.1716
C 7.201 4.953 -5.214 -0.9700 -0.5110 0.9685
H 4.739 1.055 -3.609 0.1379 0.2982 -0.4081
H 5.358 1.379 -2.066 -0.4119 0.7540 0.3829
H 6.468 1.028 -3.178 0.2512 -0.0517 -0.9777
H 4.892 3.499 -2.843 0.3743 0.8979 -0.1360
H 5.368 3.148 -4.508 0.5576 0.4698 0.0228
H 7.865 2.713 -3.478 0.0534 0.2215 -0.1958
H 7.364 3.604 -2.019 -0.2268 -0.1599 -0.0663
H 9.409 4.957 -2.576 -0.3301 -0.3282 0.2046
H 9.566 4.131 -4.117 -0.1805 0.2713 -0.3505
H 10.588 6.533 -3.878 0.2490 -0.4639 -0.0585
H 9.421 6.654 -5.119 -0.2736 -0.5489 -0.1108
H 9.078 7.403 -2.167 0.8948 0.1442 -0.0514
H 9.068 8.472 -3.634 0.4318 -0.1086 0.2588
H 6.784 8.030 -2.505 0.5856 -0.0366 0.6003
H 6.812 7.719 -4.110 0.3379 -0.3269 -0.5562
H 7.049 5.650 -1.846 -0.4553 0.0440 0.0727
H 5.733 5.683 -3.125 0.0048 0.4487 0.3944
H 7.466 5.906 -5.671 0.2750 -0.2006 0.4416
H 6.119 4.851 -5.299 0.0617 0.1725 0.0227
H 7.623 4.097 -5.741 0.3012 0.1721 0.1417
C -5.942 -5.718 -6.578 -0.0677 0.1954 -0.1774
C -4.970 -4.952 -5.677 0.0074 0.8535 0.6172
C -5.438 -4.575 -4.261 -0.3746 -0.0430 0.2283
N -4.484 -3.656 -3.442 0.2230 -0.5934 -0.1251
C -4.874 -3.794 -1.950 1.5508 -2.0262 -1.7903
C -6.221 -3.350 -1.686 -0.5524 2.9275 -0.0964
C -6.201 -1.813 -1.992 -1.7609 -0.3318 1.4372
C -5.845 -1.394 -3.378 1.2034 -1.6211 -1.4416
C -4.540 -2.148 -3.872 -0.0023 -0.5882 1.0187
C -3.018 -4.180 -3.567 -1.4496 0.7900 -0.3768
H -6.878 -5.200 -6.787 -0.0773 0.0674 0.3880
H -6.151 -6.730 -6.231 -0.0649 0.0781 0.1997
H -5.487 -5.820 -7.562 0.2109 -0.0343 0.0700
H -4.752 -3.970 -6.096 0.3538 -0.2304 -0.6942
H -4.056 -5.543 -5.615 0.1170 0.2221 -0.0226
H -5.661 -5.463 -3.669 0.4905 -0.1113 0.2826
H -6.397 -4.058 -4.250 0.1401 0.2214 -0.4756
H -4.837 -4.869 -1.776 0.6694 -0.1118 0.1502
H -4.105 -3.261 -1.391 -0.1665 0.0100 0.1216
H -7.032 -3.735 -2.304 0.3035 -0.6506 0.1650
H -6.421 -3.545 -0.632 -0.2988 0.1980 -0.0488
H -7.261 -1.604 -1.847 0.0602 0.9393 0.2059
H -5.611 -1.234 -1.282 -0.0125 -0.2813 0.2899
H -6.661 -1.640 -4.059 -0.0110 0.0194 -0.1639
H -5.699 -0.315 -3.433 0.2501 -0.1350 -0.0916
H -4.319 -2.136 -4.939 -0.2547 0.1968 0.0576
H -3.651 -1.806 -3.341 -0.0778 0.6142 -0.1319
H -3.098 -5.255 -3.411 0.3245 0.1325 0.0264
H -2.369 -3.665 -2.858 -0.3226 -0.1191 0.2450
H -2.644 -3.921 -4.557 -0.1520 -0.2376 -0.0720
C 2.583 -5.316 7.502 -0.0141 -1.2737 1.8724
C 1.423 -4.748 6.712 -0.0930 0.4559 0.1439
C 0.549 -5.862 6.131 -0.4189 1.3199 -2.0910
N -0.508 -5.329 5.077 1.0924 -0.2610 -1.4839
C -1.324 -6.523 4.506 -1.0529 0.4193 1.7695
C -2.279 -7.097 5.613 0.4089 0.3458 -1.7668
C -3.129 -5.963 6.275 1.2550 -1.0088 0.4962
C -2.250 -4.816 6.807 -0.2213 -1.1516 0.4188
C -1.459 -4.253 5.660 0.1830 -0.4197 -0.6230
C 0.183 -4.786 3.726 -1.2719 0.3230 2.0406
H 3.030 -6.239 7.132 0.2091 0.3305 -0.8355
H 2.238 -5.708 8.459 -0.5431 0.0354 0.2398
H 3.367 -4.655 7.871 -0.0707 0.4162 -0.8085
H 1.849 -4.033 6.008 -0.3087 -0.3526 -0.6964
H 0.792 -4.121 7.343 0.0560 -0.0377 0.3099
H -0.037 -6.391 6.882 0.4094 -0.1291 -0.1508
H 1.144 -6.488 5.465 0.0557 -0.5115 0.5622
H -0.721 -7.255 3.968 0.6521 0.0157 0.7374
H -1.955 -6.155 3.697 -0.0888 0.6073 0.2354
H -1.800 -7.805 6.290 0.4057 0.6534 0.5008
H -2.844 -7.822 5.028 -0.7971 0.2545 0.0382
H -3.593 -6.471 7.121 -0.6293 0.4133 -0.1539
H -3.830 -5.485 5.590 -0.2975 -0.5479 -0.0283
H -1.593 -5.165 7.604 0.2283 -0.1660 -0.0112
H -2.897 -4.127 7.351 0.0983 0.5516 -0.5985
H -0.906 -3.350 5.920 0.2174 -0.1943 -0.2646
H -2.126 -4.063 4.820 -0.0197 0.4379 0.0542
H -0.683 -4.460 3.150 0.2374 -0.1861 -0.2608
H 0.728 -5.604 3.256 -0.0207 0.2049 0.2100
H 0.764 -3.886 3.926 0.2137 -0.3482 0.1367
N -0.987 -0.643 0.159 -2.8972 0.7652 4.9440
S -1.365 0.399 1.430 -3.8815 3.6821 1.2734
O -1.565 1.871 1.161 0.9536 -4.4208 -0.3186
O -0.847 0.138 2.730 1.1810 -1.1921 -0.0724
F -2.898 -0.074 1.638 0.3568 -0.3835 -0.4781
S -0.189 0.382 -0.602 7.4786 2.1756 -7.7111
O 1.015 0.959 -0.005 -2.3807 0.0303 0.7241
O -0.774 1.080 -1.735 -0.2657 -0.8602 2.2107
F 0.654 -0.812 -1.399 -0.6300 -0.3080 -0.3964
N 3.313 6.844 0.935 4.1403 0.9921 2.4391
S 4.646 7.137 2.009 -0.4891 3.2212 1.1759
O 5.842 7.761 1.475 -1.2259 -1.3859 -0.4181
O 4.814 6.254 3.157 -0.2064 0.4763 -1.5701
F 3.946 8.433 2.684 0.1577 -0.5293 -0.1813
S 3.198 5.319 1.217 -3.7914 -3.8990 -1.2157
O 2.312 4.958 2.347 2.1068 0.3090 -2.0087
O 4.376 4.493 0.922 -1.5946 0.9939 0.5257
F 2.190 5.131 -0.102 1.1532 -0.3971 1.4419
N 2.702 6.194 -6.020 4.9789 8.0742 -0.6383
S 1.835 5.280 -6.709 -4.8616 -13.0906 -0.9379
O 2.577 4.184 -7.406 -1.8427 2.6313 -0.0241
O 0.493 5.610 -7.107 1.0705 0.4026 -0.2660
F 1.617 4.437 -5.330 -0.9955 -0.0518 0.4298
S 3.059 7.064 -7.446 2.8845 2.3904 -1.6038
O 2.066 7.980 -7.933 -0.2203 -1.1983 0.3644
O 3.905 6.378 -8.427 -1.4971 0.8372 1.9052
F 4.055 8.101 -6.807 0.7971 0.0095 0.9338
N -8.879 1.689 5.453 3.2157 -2.3549 -5.2507
S -8.970 2.044 6.853 -5.3753 3.0953 10.9898
O -8.329 3.271 7.292 0.3361 -1.4474 -0.4289
O -9.157 0.959 7.852 1.1853 2.0134 -2.2260
F -10.498 2.581 6.720 -0.0752 -0.0866 0.0297
S -7.371 1.104 5.401 3.3312 -1.4917 -2.1685
O -7.187 -0.236 6.016 -0.2632 3.2956 -1.4820
O -6.255 2.105 5.482 -3.2387 -2.8728 -0.2333
F -7.563 0.804 3.808 0.9216 -0.1082 0.5755
N -1.467 -2.404 -8.018 1.7282 -2.1522 -2.2200
S -0.280 -1.388 -7.814 1.8447 5.4739 0.6500
O -0.036 -0.387 -8.864 -1.0323 -2.1349 1.7742
O 0.905 -1.894 -7.181 -0.2177 -0.5879 -0.1207
F -0.932 -0.528 -6.600 -0.2970 -0.6105 -0.7093
S -0.619 -3.438 -9.104 -2.2251 -2.0841 1.5744
O 0.324 -4.329 -8.478 -0.8310 0.1789 -0.0111
O -0.245 -2.879 -10.338 -0.2108 0.4325 -0.8782
F -1.925 -4.427 -9.410 1.1242 1.0394 0.2947

Record 2
98
Properties=species:S:1:pos:R:3:forces:R:3 method="wB97M-V/def2-TZVPD" relative_energy_kcal_mol=2.62 e_lumo_ev=-0.49 multiplicity=1 total_charge=0 e_homo_ev=-7.09
Ta -0.111 0.225 -0.095 -0.2376 0.1890 -0.0528
S 0.139 1.733 -1.946 0.1318 -0.0164 0.0668
C -0.986 3.066 -1.808 -0.0379 0.0026 0.0019
C -0.768 4.256 -2.499 -0.0422 0.0120 0.0174
C -1.685 5.287 -2.395 -0.0152 -0.0169 0.0168
C -2.820 5.125 -1.604 0.0235 0.0074 -0.0175
C -3.037 3.941 -0.920 0.0213 -0.0244 0.0085
C -2.118 2.893 -1.016 0.0060 0.0183 0.0228
S -2.367 1.389 -0.165 0.0738 -0.0740 -0.1097
H 0.120 4.367 -3.109 0.0062 -0.0128 0.0049
H -1.516 6.216 -2.923 -0.0049 0.0026 0.0048
H -3.538 5.931 -1.518 -0.0001 -0.0035 -0.0001
H -3.916 3.813 -0.301 -0.0008 0.0143 -0.0041
Se -1.554 -0.701 2.106 0.0616 0.1187 0.1557
P -2.579 -2.028 0.771 -0.1965 -0.0751 -0.0686
Se -1.692 -1.844 -1.198 0.1596 0.0952 0.2287
C -4.362 -1.705 0.745 0.0164 0.0064 -0.0057
C -5.040 -1.729 1.964 0.0012 -0.0192 -0.0108
C -6.404 -1.506 1.998 -0.0205 0.0060 -0.0189
C -7.096 -1.256 0.817 0.0108 -0.0021 0.0157
C -6.420 -1.223 -0.391 0.0085 -0.0030 -0.0205
C -5.049 -1.447 -0.431 0.0000 0.0385 -0.0075
C -2.507 -3.761 1.310 0.0261 -0.0665 -0.0038
C -2.986 -4.743 0.443 0.0135 -0.0163 0.0712
C -2.925 -6.078 0.812 -0.0025 0.0226 -0.0366
C -2.392 -6.433 2.047 -0.0098 -0.0345 0.0101
C -1.925 -5.454 2.911 0.0133 0.0234 0.0289
C -1.978 -4.115 2.544 0.0039 0.0048 -0.0620
H -4.496 -1.909 2.885 -0.0096 -0.0016 0.0007
H -6.931 -1.521 2.943 0.0092 0.0010 0.0000
H -8.163 -1.077 0.846 0.0047 -0.0007 -0.0031
H -6.957 -1.015 -1.308 0.0075 0.0016 0.0023
H -4.508 -1.396 -1.368 -0.0079 -0.0029 -0.0026
H -3.391 -4.462 -0.522 -0.0049 -0.0103 -0.0070
H -3.293 -6.842 0.139 0.0004 0.0092 0.0011
H -2.343 -7.476 2.333 -0.0004 0.0027 -0.0024
H -1.507 -5.733 3.870 0.0011 0.0093 -0.0030
H -1.577 -3.344 3.190 0.0041 -0.0186 0.0165
O 4.580 -2.954 -0.880 0.0389 -0.1325 -0.1726
C 3.742 -3.968 -1.072 -0.0144 0.0410 0.1027
O 3.988 -4.848 -1.861 -0.0240 -0.0296 -0.1109
C 2.476 -3.973 -0.292 0.1113 0.0383 -0.0120
C 1.614 -5.044 -0.297 -0.0775 -0.0326 0.0054
N 0.545 -4.679 0.428 0.0134 -0.0193 0.0289
N 0.629 -3.435 0.901 0.0322 -0.0150 -0.0449
C 1.797 -2.989 0.476 0.0217 -0.0333 0.0538
C 2.218 -1.601 0.803 -0.1788 0.2886 0.0232
O 3.403 -1.300 0.821 0.1770 -0.1036 -0.0779
O 1.268 -0.753 1.060 0.0130 -0.2157 -0.0712
H 4.250 -2.355 -0.171 -0.0777 0.2059 0.1932
H 1.708 -6.006 -0.773 -0.0090 0.0033 0.0049
H -0.284 -5.218 0.634 -0.0165 -0.0168 0.0100
C 3.430 1.099 -1.568 0.0178 0.0366 0.0299
N 3.025 0.203 -2.644 -0.0127 0.0801 0.0918
C 3.811 0.307 -3.867 0.0356 0.0024 -0.0046
C 3.105 -0.366 -5.020 -0.0244 0.0006 -0.0162
C 2.669 -1.745 -4.581 0.0346 -0.0322 -0.0613
N 1.825 -1.636 -3.401 -0.0125 0.0123 0.2299
C 0.993 -2.795 -3.109 -0.0677 0.0333 -0.1467
C 2.037 -0.679 -2.477 0.0478 -0.0870 -0.1357
O 1.319 -0.652 -1.422 -0.0272 -0.0685 -0.0804
H 2.999 2.092 -1.694 0.0173 -0.0154 -0.0202
H 4.518 1.169 -1.584 0.0028 -0.0116 -0.0051
H 3.138 0.700 -0.603 0.0167 0.0031 -0.0424
H 4.798 -0.136 -3.697 -0.0084 -0.0137 0.0056
H 3.957 1.370 -4.068 0.0013 0.0027 0.0095
H 3.771 -0.431 -5.880 0.0026 0.0013 0.0058
H 2.229 0.217 -5.310 0.0004 -0.0034 -0.0085
H 3.532 -2.386 -4.366 -0.0006 0.0057 0.0096
H 2.081 -2.233 -5.359 -0.0101 -0.0065 0.0155
H 0.121 -2.816 -3.767 0.0199 -0.0058 0.0027
H 0.656 -2.766 -2.081 0.0005 -0.0075 0.0127
H 1.582 -3.702 -3.262 0.0138 0.0158 -0.0020
C 0.027 5.952 4.630 0.0243 -0.0145 0.0094
C -1.137 5.747 3.905 -0.0023 -0.0162 -0.0201
C -1.274 4.612 3.121 -0.0606 0.0372 -0.0055
C -0.249 3.670 3.025 0.0900 -0.0657 -0.0037
C 0.911 3.881 3.774 -0.0333 -0.0296 -0.0467
C 1.046 5.010 4.568 -0.0251 0.0336 -0.0004
C -0.483 2.500 2.145 -0.0168 0.1298 0.0157
C 0.368 1.877 1.321 -0.0751 -0.1689 -0.0682
C 1.766 2.387 1.186 -0.0603 0.0573 0.0034
C 2.863 1.766 1.773 0.0405 -0.0695 0.0494
C 4.133 2.317 1.658 0.0306 0.0304 -0.0015
C 4.326 3.499 0.958 -0.0462 -0.0158 -0.0126
C 3.235 4.126 0.365 0.0227 -0.0295 0.0119
C 1.971 3.569 0.470 -0.0088 0.0461 -0.0015
H 0.137 6.835 5.248 0.0040 -0.0056 0.0009
H -1.943 6.469 3.952 0.0026 -0.0004 -0.0006
H -2.186 4.450 2.558 0.0028 -0.0044 0.0006
H 1.708 3.154 3.745 0.0337 -0.0302 -0.0237
H 1.951 5.153 5.144 0.0003 -0.0041 -0.0062
H -1.523 2.189 2.128 0.0026 -0.0070 0.0252
H 2.726 0.846 2.324 -0.0184 0.0120 -0.0038
H 4.973 1.815 2.123 0.0059 0.0066 -0.0013
H 5.315 3.931 0.876 0.0028 -0.0005 0.0006
H 3.369 5.054 -0.179 0.0062 0.0008 0.0021
H 1.119 4.056 0.009 0.0074 0.0002 0.0163